(i)
Entry from the Open Molecules 2025 dataset: the molecule C6H14O (ωB97M-V with the def2-TZVPD basis set).

Output
Total charge ... 0
Kohn-Sham gap ... 10.0510 eV
SMILES ... CCC[C@@H](C)CO

Each line ends with the Mulliken charge.
Cartesian coordinates (Å):
C -0.350 0.430 0.393  0.697
C -1.691 1.604 0.426  -0.749
C -0.715 -0.386 -0.772  -1.057
C 0.212 -1.877 -0.790  -0.457
C 0.960 1.194 0.314  -1.384
C 1.661 -1.850 -0.368  -1.066
O -1.461 2.537 1.467  -0.518
H -1.392 2.048 2.299  0.332
H -0.434 -0.108 1.340  0.279
H -1.732 2.151 -0.519  0.354
H -2.640 1.087 0.596  0.348
H -1.750 -0.735 -0.752  0.303
H -0.524 0.115 -1.725  0.389
H 0.141 -2.191 -1.837  0.315
H -0.332 -2.635 -0.217  0.321
H 1.320 1.282 -0.714  0.256
H 1.721 0.733 0.950  0.279
H 0.860 2.208 0.714  0.461
H 2.133 -2.826 -0.545  0.384
H 2.233 -1.132 -0.961  0.268
H 1.779 -1.648 0.701  0.247

***

(ii)
Entry from the Open Molecules 2025 dataset: the molecule C6H14O (ωB97M-V with the def2-TZVPD basis set).

Output
Total charge ... 0
Kohn-Sham gap ... 10.9445 eV
SMILES ... CCCCCOC

Each line ends with the Mulliken charge.
Cartesian coordinates (Å):
C -2.380 -0.981 -0.826  -1.130
C -2.341 -0.099 0.423  -0.450
C -1.237 0.973 0.367  -0.643
C 0.122 0.520 0.946  -0.521
C 1.225 0.334 -0.084  -0.470
O 2.342 -0.218 0.572  -0.305
C 3.457 -0.344 -0.270  -0.711
H -3.119 -1.784 -0.732  0.360
H -1.406 -1.446 -1.030  0.238
H -2.653 -0.385 -1.705  0.305
H -3.325 0.374 0.548  0.318
H -2.186 -0.716 1.319  0.312
H -1.111 1.278 -0.681  0.382
H -1.573 1.870 0.899  0.332
H 0.007 -0.435 1.471  0.300
H 0.486 1.234 1.694  0.295
H 0.888 -0.329 -0.899  0.247
H 1.500 1.298 -0.547  0.315
H 3.254 -1.016 -1.119  0.291
H 4.275 -0.762 0.322  0.246
H 3.775 0.632 -0.669  0.290

***

(ii) comes first in stability; the runner-up is 0.0270 hartree higher.

***

(i)
Entry from the Open Molecules 2025 dataset: a cluster of 2 separate species, C6H14O in total (ωB97M-V with the def2-TZVPD basis set).

Output
Total charge ... 0
Kohn-Sham gap ... 9.6459 eV
SMILES ... C=C(O)CC.CC

Each line ends with the Mulliken charge.
Cartesian coordinates (Å):
C 1.129 -1.541 1.333  -0.483
C 2.347 -1.194 0.494  -0.893
C -0.913 -0.065 -0.326  0.219
C -2.083 -0.510 0.138  -0.733
O -0.349 -0.557 -1.470  -0.486
H -0.741 -1.416 -1.669  0.326
H 0.673 -2.474 1.011  0.235
H 1.375 -1.632 2.390  0.351
H -2.547 -0.066 0.999  0.283
H -2.581 -1.356 -0.309  0.234
H 2.835 -0.299 0.877  0.250
H 3.071 -2.008 0.497  0.344
H 2.045 -1.001 -0.534  0.243
C -0.376 1.433 -0.083  -0.313
C -0.967 2.378 -1.120  -1.244
H -0.662 2.081 -2.121  0.308
H 0.710 1.408 -0.177  0.227
H -0.657 1.742 0.924  0.398
H 0.370 -0.675 1.175  0.044
H -2.056 2.353 -1.078  0.316
H -0.623 3.398 -0.952  0.376

***

(ii)
Entry from the Open Molecules 2025 dataset: a cluster of 2 separate species, C6H14O in total (ωB97M-V with the def2-TZVPD basis set).

Output
Total charge ... 0
Kohn-Sham gap ... 9.5861 eV
SMILES ... C/C=C(/C)CC.O

Each line ends with the Mulliken charge.
Cartesian coordinates (Å):
C -0.374 0.560 -0.685  -0.216
C 0.789 0.148 -1.296  0.651
C -0.599 0.466 0.781  -1.170
C 0.962 0.465 -2.749  -1.310
C 3.210 0.261 -0.347  -0.938
C 1.987 -0.617 -0.659  -0.689
H -1.216 0.978 -1.252  0.313
H -1.080 1.443 0.953  0.337
H 0.297 0.397 1.421  0.333
H -1.304 -0.330 1.074  0.257
H 1.942 0.909 -2.990  0.299
H 0.176 1.207 -2.968  0.354
H 0.806 -0.414 -3.397  0.279
H 4.029 -0.303 0.133  0.318
H 2.876 1.052 0.345  0.276
H 3.599 0.736 -1.263  0.287
H 2.243 -1.389 -1.409  0.290
H 1.620 -1.138 0.247  0.328
O -6.727 -1.129 4.501  -0.650
H -7.379 -1.730 4.928  0.325
H -5.858 -1.572 4.632  0.325

***

(iii)
Entry from the Open Molecules 2025 dataset: a structure of composition C6H14O (ωB97M-V with the def2-TZVPD basis set).

Output
Total charge ... 0
Kohn-Sham gap ... 7.9369 eV

Each line ends with the Mulliken charge.
Cartesian coordinates (Å):
C -0.282 -1.641 -0.007  -0.362
C -1.601 1.203 0.055  -1.475
C 0.712 -2.301 -0.917  -1.036
C -0.199 0.793 -0.305  0.909
C 0.355 1.089 -1.502  -1.075
H -1.299 -1.645 -0.392  0.304
H -0.271 -2.004 1.022  0.288
H -1.730 2.285 -0.039  0.398
H -2.317 0.720 -0.615  0.414
H -1.873 0.911 1.071  0.336
H 0.738 -1.783 -1.882  0.301
H 1.717 -2.294 -0.485  0.290
H 0.454 -3.349 -1.099  0.348
H -0.259 1.497 -2.295  0.248
H 1.382 0.847 -1.742  0.317
C 0.882 1.160 1.207  -0.692
O 0.506 0.553 2.400  -0.482
H 0.148 1.197 3.025  0.335
H 0.767 2.243 1.212  0.450
H 1.907 0.892 0.953  0.359
H 0.261 -0.373 0.335  -0.174

***

(ii) comes first in stability; the runner-up is 0.0127 hartree higher.

***

(i)
Entry from the Open Molecules 2025 dataset: a cluster of 2 separate species, C6H14O in total (ωB97M-V with the def2-TZVPD basis set).

Output
Total charge ... 0
Kohn-Sham gap ... 10.1107 eV
SMILES ... C/C=C/CCC.O

Each line ends with the Mulliken charge.
Cartesian coordinates (Å):
C -0.768 0.999 -1.269  -0.994
C 0.534 0.272 -1.519  -0.045
C 1.566 0.308 -0.382  -0.905
C 1.016 -0.227 0.896  -0.286
C 0.614 0.529 1.910  0.055
C -0.315 0.076 2.978  -1.171
H -1.606 0.360 -0.969  0.207
H -1.181 1.466 -2.169  0.351
H -0.660 1.846 -0.603  0.340
H 1.048 0.671 -2.393  0.294
H 0.376 -0.769 -1.822  0.072
H 1.884 1.341 -0.202  0.335
H 2.393 -0.306 -0.743  0.359
H 0.905 -1.303 1.003  0.287
H 0.841 1.588 1.808  0.288
H -1.376 0.279 2.779  0.237
H -0.126 0.536 3.947  0.333
H -0.306 -1.011 3.067  0.319
H -2.303 -2.223 -1.768  0.297
H -0.906 -1.922 -2.144  0.290
O -1.631 -2.508 -2.404  -0.664

***

(ii)
Entry from the Open Molecules 2025 dataset: a cluster of 3 separate species, C6H14O in total (ωB97M-V with the def2-TZVPD basis set).

Output
Total charge ... 0
Kohn-Sham gap ... 8.8744 eV

Each line ends with the Mulliken charge.
Cartesian coordinates (Å):
C -1.570 -2.416 -0.254  -0.593
O -1.056 -1.286 0.244  -0.188
C -0.015 -0.740 -0.352  -1.024
C 0.410 0.614 0.189  2.183
C 1.360 1.230 -0.843  -1.720
C -0.820 1.508 0.380  -1.701
C 1.152 0.482 1.539  -1.667
H -1.474 -1.732 -1.784  0.154
H -2.466 -2.699 0.302  0.221
H -0.856 -3.217 -0.458  0.283
H -0.878 -1.049 -1.920  0.085
H 0.769 -1.433 -0.672  0.472
H 2.233 0.587 -1.007  0.394
H 1.721 2.205 -0.498  0.406
H 0.850 1.366 -1.802  0.390
H -1.502 1.087 1.126  0.354
H -1.369 1.610 -0.561  0.382
H -0.517 2.506 0.719  0.421
H 0.508 0.043 2.310  0.359
H 1.468 1.473 1.893  0.408
H 2.052 -0.138 1.450  0.383

***

(iii)
Entry from the Open Molecules 2025 dataset: a cluster of 2 separate species, C6H14O in total (ωB97M-V with the def2-TZVPD basis set).

Output
Total charge ... 0
Kohn-Sham gap ... 10.3816 eV
SMILES ... C/C=C\[C@@H](C)O.C

Each line ends with the Mulliken charge.
Cartesian coordinates (Å):
C -1.279 -1.365 -1.006  -1.075
C -0.674 -1.346 0.354  -0.198
C -2.156 1.682 0.833  -0.887
C 0.569 -0.976 0.644  -0.428
C 1.573 -0.452 -0.326  0.518
C 1.897 0.993 -0.100  -1.289
O 2.753 -1.196 -0.120  -0.560
H -1.960 -2.180 -1.262  0.354
H -0.488 -1.404 -1.745  0.326
H -1.852 -0.468 -1.237  0.223
H -1.299 -1.736 1.145  0.408
H -3.202 1.337 0.771  0.273
H -1.939 2.295 -0.049  0.256
H -2.049 2.283 1.740  0.341
H 0.934 -1.083 1.667  0.324
H -1.363 0.886 0.892  0.036
H 1.307 -0.508 -1.387  0.072
H 2.173 1.071 0.951  0.320
H 0.993 1.560 -0.285  0.193
H 2.675 1.354 -0.793  0.462
H 3.386 -0.745 -0.690  0.328

***

(i) comes first in stability; the runner-up is 0.0086 hartree higher.

***

(i)
Entry from the Open Molecules 2025 dataset: the molecule C6H14O (ωB97M-V with the def2-TZVPD basis set).

Output
Total charge ... 0
Kohn-Sham gap ... 10.8734 eV
SMILES ... CC(C)CCCO

Each line ends with the Mulliken charge.
Cartesian coordinates (Å):
C -1.144 -1.346 -1.985  -0.747
O -0.293 -2.461 -1.743  -0.525
C -0.578 -0.075 -1.292  -0.524
C -0.622 -0.084 0.225  -0.854
C 0.403 1.040 0.667  0.482
C 0.166 1.367 2.201  -1.468
C 1.766 0.430 0.559  -1.449
H -2.090 -1.577 -1.514  0.377
H -1.138 -1.131 -3.058  0.310
H -0.749 -3.110 -1.216  0.305
H -1.249 0.742 -1.611  0.301
H 0.313 0.142 -1.849  0.478
H -1.591 0.233 0.614  0.381
H -0.415 -1.046 0.675  0.406
H 0.202 1.953 0.069  0.319
H 1.112 1.613 2.669  0.406
H -0.060 0.385 2.616  0.363
H -0.562 2.142 2.358  0.356
H 2.599 1.134 0.645  0.383
H 1.943 -0.067 -0.395  0.372
H 1.988 -0.284 1.365  0.327

***

(ii)
Entry from the Open Molecules 2025 dataset: a structure of composition C6H14O (ωB97M-V with the def2-TZVPD basis set).

Output
Total charge ... 0
Kohn-Sham gap ... 11.1479 eV

Each line ends with the Mulliken charge.
Cartesian coordinates (Å):
C -3.423 -0.131 -0.505  -1.230
C -2.247 -0.339 0.440  -0.337
C -0.918 -0.091 -0.259  -0.560
C 0.277 -0.263 0.653  -0.560
C 1.584 0.036 -0.100  -0.375
O 2.567 0.180 0.835  -0.280
C 3.713 0.520 0.156  -0.520
H -4.377 -0.303 0.006  0.368
H -3.352 -0.817 -1.359  0.305
H -3.417 0.893 -0.900  0.311
H -2.332 0.338 1.303  0.305
H -2.260 -1.362 0.845  0.305
H -0.812 -0.770 -1.121  0.320
H -0.880 0.931 -0.656  0.305
H 0.256 -1.285 1.095  0.281
H 0.217 0.417 1.513  0.283
H 1.822 -0.740 -0.851  0.302
H 1.916 1.112 -0.869  0.052
H 4.034 -0.309 -0.503  0.256
H 4.482 0.683 0.957  0.248
H 3.151 1.300 -0.681  0.219

***

(i) comes first in stability; the runner-up is 0.0650 hartree higher.

***

(i)
Entry from the Open Molecules 2025 dataset: a cluster of 2 separate species, C6H14O in total (ωB97M-V with the def2-TZVPD basis set).

Output
Total charge ... 0
Kohn-Sham gap ... 7.7573 eV

Each line ends with the Mulliken charge.
Cartesian coordinates (Å):
C -2.648 0.662 -1.212  -1.428
C -2.194 -0.736 0.294  -0.314
C -0.899 -1.318 0.156  -0.469
C 0.333 -0.691 0.747  -0.646
C 1.288 -0.110 -0.292  -0.362
O 2.419 0.414 0.361  -0.309
C 3.330 0.987 -0.538  -0.706
H -3.728 0.700 -1.046  0.431
H -2.445 0.376 -2.252  0.385
H -2.182 1.623 -0.972  0.314
H -2.358 0.030 1.051  0.265
H -3.063 -1.346 0.064  0.318
H -0.833 -2.260 -0.380  0.371
H -1.571 -0.370 -0.738  0.208
H 0.899 -1.422 1.341  0.314
H 0.058 0.114 1.442  0.205
H 1.587 -0.895 -1.009  0.315
H 0.783 0.683 -0.875  0.281
H 3.695 0.251 -1.272  0.287
H 4.178 1.360 0.042  0.249
H 2.878 1.828 -1.090  0.290

***

(ii)
Entry from the Open Molecules 2025 dataset: the molecule C6H14O (ωB97M-V with the def2-TZVPD basis set).

Output
Total charge ... 0
Kohn-Sham gap ... 11.1403 eV
SMILES ... CC(C)C[C@@H](C)O

Each line ends with the Mulliken charge.
Cartesian coordinates (Å):
C -1.402 -1.264 -0.734  -1.513
C -1.199 -0.406 0.519  0.804
C -2.173 0.779 0.467  -1.550
C 0.249 0.088 0.787  -1.030
C 1.236 0.163 -0.374  0.460
C 2.546 0.794 0.081  -1.414
O 1.486 -1.148 -0.862  -0.521
H -2.467 -1.506 -0.843  0.461
H -0.830 -2.193 -0.708  0.314
H -1.099 -0.719 -1.637  0.283
H -1.473 -1.017 1.390  0.192
H -3.207 0.445 0.583  0.409
H -2.107 1.303 -0.494  0.312
H -1.976 1.516 1.251  0.413
H 0.719 -0.506 1.588  0.448
H 0.147 1.116 1.168  0.283
H 0.796 0.776 -1.179  0.236
H 3.015 0.157 0.838  0.329
H 2.389 1.786 0.513  0.360
H 3.249 0.898 -0.754  0.398
H 2.103 -1.063 -1.601  0.327

***

(iii)
Entry from the Open Molecules 2025 dataset: a structure of composition C6H14O (ωB97M-V with the def2-TZVPD basis set).

Output
Total charge ... 0
Kohn-Sham gap ... 11.1226 eV

Each line ends with the Mulliken charge.
Cartesian coordinates (Å):
C -3.413 -0.102 -0.513  -1.228
C -2.248 -0.336 0.440  -0.332
C -0.911 -0.108 -0.251  -0.568
C 0.277 -0.309 0.670  -0.552
C 1.583 -0.015 -0.083  -0.380
O 2.571 0.196 0.838  -0.284
C 3.699 0.567 0.139  -0.517
H -4.372 -0.262 -0.010  0.368
H -3.343 -0.782 -1.372  0.305
H -3.385 0.925 -0.900  0.311
H -2.326 0.338 1.306  0.305
H -2.279 -1.360 0.839  0.305
H -0.814 -0.780 -1.119  0.313
H -0.858 0.917 -0.644  0.305
H 0.250 -1.337 1.102  0.282
H 0.228 0.376 1.526  0.278
H 1.831 -0.816 -0.803  0.302
H 1.861 1.059 -0.894  0.057
H 4.067 -0.271 -0.482  0.255
H 4.466 0.802 0.927  0.242
H 3.116 1.297 -0.716  0.233

***

(ii) comes first in stability; the runner-up is 0.0871 hartree higher.